# C10H17NO

The molecule C10H17NO (ωB97M-V/def2-TZVPD, OMol25).

```
29
Properties=species:S:1:pos:R:3:mulliken_charge:R:1
O 2.414 -1.978 1.664 -0.5853
C 2.015 -1.581 0.566 0.0754
N 1.004 -0.750 0.355 0.3123
C 0.793 -0.346 -1.067 -0.0253
C 0.787 1.155 -1.359 -0.9418
C -0.221 1.327 -2.541 -0.6477
C -1.349 0.385 -2.280 -0.5072
C -0.558 -0.876 -1.756 -1.0610
C 0.432 0.002 1.465 -0.2154
C -0.913 0.660 1.516 -0.4193
C -0.990 0.272 2.995 -0.6672
C -0.016 -0.835 2.702 -0.5828
H 2.518 -1.926 -0.348 0.3813
H 1.647 -0.764 -1.610 0.4557
H 0.438 1.693 -0.568 0.3936
H 1.833 1.491 -1.603 0.3033
H 0.189 0.976 -3.499 0.2647
H -0.465 2.346 -2.831 0.4127
H -1.965 0.148 -3.216 0.3387
H -2.205 0.712 -1.609 0.2634
H -0.482 -1.546 -2.707 0.2810
H -1.073 -1.410 -0.969 0.3593
H 1.106 0.850 1.836 0.0663
H -1.473 -0.053 0.938 0.1374
H -1.071 1.684 1.074 0.3402
H -1.934 0.082 3.353 0.3791
H -0.596 1.031 3.660 0.2802
H 0.653 -0.975 3.465 0.3518
H -0.517 -1.772 2.374 0.2568
```

ΔE to the lowest compared entry with this formula, charge and spin   21.9 kcal per mole
Highest occupied orbital energy   -0.3383 Ha
Kohn-Sham gap   10.057 eV
Charge   0
E_tot   -521.1629 Eh
E_LUMO   0.853 eV

# C44H106N6O16S4

A cluster of 10 separate species, C44H106N6O16S4 in total (ωB97M-V/def2-TZVPD, OMol25).

```
176
Properties=species:S:1:pos:R:3:mulliken_charge:R:1
O 25.604 -9.218 4.691 -0.5366
S 26.429 -8.215 5.322 1.0778
O 26.306 -6.871 4.897 -0.5277
O 26.314 -8.308 6.987 -0.1488
C 27.075 -9.423 7.438 0.1050
C 28.058 -9.795 6.306 -0.3494
O 27.948 -8.741 5.368 -0.3409
H 27.525 -9.363 8.427 0.4226
H 26.302 -10.196 7.513 -0.3170
H 27.720 -10.733 5.860 0.1865
H 29.096 -9.915 6.601 0.3278
O 18.923 -1.969 -2.356 -0.5217
S 20.331 -1.965 -2.082 1.0610
O 21.243 -2.937 -2.644 -0.5527
O 20.899 -0.464 -2.374 -0.3967
C 21.844 -0.068 -1.404 -0.1486
C 21.398 -0.759 -0.133 -0.0779
O 20.578 -1.911 -0.489 -0.1693
H 22.902 -0.299 -1.565 0.1463
H 21.784 1.013 -1.303 0.3351
H 20.764 -0.107 0.476 0.3308
H 22.048 -1.214 0.615 -0.0472
O 17.654 -5.564 3.524 -0.1788
S 17.289 -4.293 4.059 0.9828
O 16.175 -3.548 3.551 -0.6586
O 17.065 -4.404 5.661 -0.4409
C 18.326 -4.273 6.345 -0.3856
C 19.184 -3.364 5.479 0.6310
O 18.590 -3.344 4.208 -0.3673
H 18.155 -3.861 7.336 0.3948
H 18.701 -5.288 6.482 0.3061
H 20.242 -3.624 5.480 -0.5256
H 19.174 -2.336 5.851 0.3138
O 25.240 -0.758 2.826 -0.5428
S 26.145 -0.927 1.754 1.1243
O 27.116 -1.988 1.900 -0.5725
O 25.418 -1.081 0.309 -0.0389
C 26.343 -0.746 -0.722 -0.1203
C 27.169 0.417 -0.129 -0.4042
O 26.840 0.472 1.256 -0.3821
H 26.987 -1.573 -1.018 -0.0734
H 25.855 -0.431 -1.641 0.4468
H 26.814 1.385 -0.479 0.2574
H 28.236 0.336 -0.319 0.3243
C 14.413 -12.028 3.933 -1.3717
C 15.687 -11.206 3.692 -0.3030
N 15.482 -9.765 3.960 0.0411
C 14.512 -9.243 2.982 -0.2066
C 14.240 -7.755 3.285 -1.5367
C 16.715 -9.006 3.939 -1.0238
C 17.381 -8.737 2.594 -0.5735
H 13.641 -11.853 3.192 0.3328
H 14.066 -11.870 4.958 0.3316
H 14.661 -13.092 3.969 0.4291
H 16.526 -11.561 4.286 0.4217
H 15.881 -11.292 2.614 0.2370
H 14.753 -9.376 1.923 0.2585
H 13.528 -9.644 3.214 0.4760
H 13.265 -7.421 2.923 0.4494
H 14.058 -7.755 4.369 0.4346
H 14.984 -6.967 3.175 0.1701
H 17.458 -9.354 4.662 0.4235
H 16.596 -8.011 4.389 0.2969
H 17.479 -9.689 2.056 0.5765
H 18.436 -8.496 2.753 0.1741
H 16.949 -7.997 1.926 -0.0604
C 22.025 -4.743 7.599 -0.8510
C 23.128 -4.256 8.530 -0.7154
N 23.032 -4.867 9.865 -0.0461
C 24.046 -4.312 10.761 -0.2871
C 23.972 -2.792 10.966 -1.3843
C 23.282 -6.309 9.779 -1.0782
C 24.529 -6.818 8.996 -0.6021
H 22.100 -5.778 7.276 0.1729
H 21.982 -4.088 6.722 0.2311
H 21.019 -4.527 7.977 0.3097
H 24.076 -4.503 8.042 0.3039
H 22.992 -3.185 8.664 0.5228
H 24.076 -4.820 11.725 0.4668
H 25.055 -4.486 10.355 0.2044
H 22.951 -2.404 10.934 0.3313
H 24.485 -2.530 11.888 0.3921
H 24.444 -2.272 10.129 0.3242
H 22.469 -6.729 9.176 0.3566
H 23.125 -6.777 10.749 0.5200
H 24.698 -7.884 9.159 0.3617
H 25.462 -6.342 9.309 0.2970
H 24.484 -6.695 7.914 0.1034
C 23.135 -7.629 2.720 -1.0072
C 22.673 -6.338 3.369 -0.4264
N 22.073 -5.387 2.437 1.6264
C 21.963 -4.056 3.011 0.6540
C 23.325 -3.432 3.328 -1.3161
C 20.853 -5.911 1.797 -0.7284
C 19.991 -4.873 1.117 -0.5136
H 23.877 -7.400 1.957 -0.0827
H 22.296 -8.170 2.275 0.4006
H 23.609 -8.323 3.414 0.0937
H 22.154 -6.436 4.332 0.0163
H 23.634 -5.908 3.677 0.2651
H 21.388 -3.355 2.405 0.4489
H 21.331 -4.162 3.913 -0.7983
H 23.247 -2.378 3.085 0.5937
H 23.690 -3.699 4.321 0.2512
H 24.091 -3.917 2.715 -0.0006
H 20.281 -6.502 2.524 0.3877
H 21.218 -6.546 0.986 0.2334
H 19.238 -5.328 0.473 -0.3278
H 20.593 -4.216 0.483 0.0845
H 19.450 -4.162 1.747 0.2095
C 21.863 -10.112 6.103 -0.9299
C 23.106 -10.973 5.983 0.5155
N 23.095 -12.121 6.900 0.2817
C 21.964 -13.027 6.846 -0.3682
C 21.507 -13.455 8.237 -1.2869
C 24.372 -12.794 7.019 0.1872
C 24.795 -13.658 5.803 -1.2159
H 21.890 -9.292 5.383 0.0112
H 21.876 -9.681 7.107 0.2922
H 20.920 -10.629 5.935 0.3609
H 23.236 -11.256 4.928 0.1975
H 24.009 -10.435 6.269 -0.5079
H 22.139 -13.940 6.262 0.3421
H 21.097 -12.566 6.374 0.3231
H 20.936 -14.384 8.119 0.3707
H 20.798 -12.812 8.763 0.2928
H 22.316 -13.634 8.947 0.2985
H 25.156 -12.065 7.249 -0.4812
H 24.406 -13.415 7.917 0.3834
H 24.154 -13.420 4.951 0.3173
H 25.836 -13.582 5.506 0.3763
H 24.471 -14.667 6.063 0.3392
C 15.129 -4.983 -1.362 -1.3166
C 16.634 -5.162 -1.641 0.6740
N 17.063 -6.142 -2.606 0.2575
C 16.701 -7.537 -2.358 -0.4288
C 16.956 -7.929 -0.916 -0.8947
C 16.780 -5.739 -3.984 -0.3978
C 17.395 -4.441 -4.448 -1.2769
H 14.698 -5.811 -0.781 0.2604
H 14.467 -5.110 -2.226 0.2941
H 14.907 -4.064 -0.825 0.4163
H 17.054 -4.175 -1.865 -0.0052
H 17.169 -5.223 -0.685 -0.6983
H 15.668 -7.718 -2.684 0.3293
H 17.416 -8.085 -2.977 0.3717
H 16.716 -8.957 -0.650 0.4822
H 17.997 -7.726 -0.660 0.2164
H 16.361 -7.286 -0.262 0.1003
H 15.682 -5.650 -4.006 0.2882
H 17.182 -6.517 -4.635 0.4214
H 17.302 -4.232 -5.517 0.4256
H 18.486 -4.531 -4.376 0.2625
H 17.021 -3.554 -3.940 0.3106
C 27.684 -4.604 -2.487 -1.3771
C 26.612 -4.412 -1.424 -0.2709
N 25.857 -5.568 -0.963 0.4106
C 25.433 -6.461 -2.020 -0.5781
C 26.367 -7.672 -2.157 -1.3743
C 24.860 -5.176 0.032 -0.6290
C 23.735 -4.281 -0.467 0.4930
H 28.629 -4.840 -1.993 0.3172
H 27.844 -3.716 -3.098 0.3659
H 27.454 -5.409 -3.182 0.3577
H 27.028 -3.865 -0.571 0.2712
H 25.893 -3.667 -1.815 0.1973
H 24.467 -6.903 -1.755 0.4518
H 25.310 -5.947 -2.979 0.4138
H 27.382 -7.334 -2.372 0.2851
H 26.496 -8.318 -1.286 0.2944
H 26.013 -8.366 -2.926 0.4202
H 25.411 -4.650 0.815 0.1422
H 24.462 -6.120 0.403 -0.1565
H 23.125 -4.740 -1.247 0.3742
H 24.081 -3.295 -0.778 -0.0300
H 23.064 -4.135 0.385 -0.4948
```

ΔE to the lowest compared entry with this formula, charge and spin   88.5 kcal per mole
Highest occupied orbital energy   -0.2817 Ha
Kohn-Sham gap   7.833 eV
Charge   0
E_tot   -4864.8826 Eh
E_LUMO   0.168 eV

# C24H28ClN4

A cluster of 3 separate species, C24H28ClN4 in total (ωB97M-V/def2-TZVPD, OMol25).

```
57
Properties=species:S:1:pos:R:3:mulliken_charge:R:1
C 0.502 8.031 5.306 -0.9611
N 0.977 6.919 4.490 -0.0416
C 0.930 5.653 4.936 -0.1459
C 1.554 4.635 4.172 -0.6686
C 2.115 4.921 2.911 0.8280
C 2.096 6.205 2.448 -0.7197
C 1.499 7.257 3.279 -0.2513
C 2.740 3.895 2.114 0.9220
C 2.169 2.679 1.827 -0.5610
C 2.809 1.829 1.021 -0.4083
N 4.168 2.119 0.641 0.0733
C 4.790 3.269 0.878 -0.2754
C 4.056 4.167 1.681 -0.7482
C 4.757 1.181 -0.270 -0.8985
H -0.142 7.644 6.096 0.3273
H -0.084 8.740 4.721 0.3782
H 1.398 8.450 5.762 0.3886
H 0.567 5.614 5.952 0.3997
H 1.730 3.667 4.618 0.4907
H 2.368 6.473 1.437 0.5199
H 1.419 8.318 3.092 0.4638
H 1.128 2.500 2.048 0.3081
H 2.318 1.051 0.456 0.5352
H 5.786 3.390 0.480 0.3993
H 4.571 5.073 1.963 0.4703
H 5.846 1.231 -0.272 0.2823
H 4.399 1.412 -1.273 0.4294
H 4.267 0.219 -0.117 0.3276
C -3.120 -2.443 1.856 -0.9353
N -2.875 -3.128 0.594 -0.0075
C -3.752 -4.039 0.220 -0.1004
C -3.563 -4.697 -1.030 -0.8539
C -2.490 -4.282 -1.881 0.7400
C -1.687 -3.185 -1.462 -0.8609
C -1.831 -2.655 -0.156 -0.0340
C -2.358 -4.874 -3.203 0.7993
C -3.470 -5.204 -4.030 -0.6270
C -3.333 -5.773 -5.255 -0.5605
N -2.061 -6.152 -5.692 0.0414
C -0.988 -5.808 -4.979 -0.2272
C -1.083 -5.097 -3.715 -0.8182
C -1.939 -6.706 -7.042 -0.9402
H -3.403 -3.117 2.665 0.3388
H -4.020 -1.852 1.686 0.3730
H -2.213 -1.916 2.151 0.2574
H -4.563 -4.157 0.924 0.4574
H -4.208 -5.405 -1.529 0.5186
H -0.966 -2.719 -2.117 0.4388
H -1.180 -1.885 0.233 0.2944
H -4.421 -4.853 -3.658 0.4466
H -4.153 -6.067 -5.893 0.4095
H -0.030 -5.853 -5.476 0.3331
H -0.169 -4.905 -3.171 0.4161
H -0.961 -7.104 -7.313 0.3137
H -2.215 -5.867 -7.680 0.3913
H -2.703 -7.474 -7.163 0.3113
Cl -0.980 0.677 1.718 -0.7798
```

Multiplicity   2
Highest occupied orbital energy (spin up / spin down)   -0.3370 / -0.4182 Ha
Kohn-Sham gap (spin up / spin down)   2.227 / 4.437 eV
Charge   +2
E_tot   -1609.9211 Eh
E_LUMO (spin up / spin down)   -6.943 / -6.943 eV

# C3HNaO2

A structure of composition C3HNaO2 (ωB97M-V/def2-TZVPD, OMol25).

```
7
Properties=species:S:1:pos:R:3:mulliken_charge:R:1
C 0.135 -1.095 -0.391 -0.1424
O -0.401 -0.064 -0.853 -0.4991
O 0.780 -0.806 0.829 -0.2070
C 0.536 0.399 1.377 -0.2545
C -0.118 1.374 0.947 -0.1329
H -0.826 2.182 1.028 0.3283
Na -0.105 -1.990 -2.937 0.9076
```

ΔE to the lowest compared entry with this formula, charge and spin   55.0 kcal per mole
Highest occupied orbital energy   -0.2835 Ha
Kohn-Sham gap   6.122 eV
Charge   0
E_tot   -427.5344 Eh
E_LUMO   -1.592 eV